Entry w
One molecule with the formula C4H7NO. Source: the OMol25 dataset; level of theory: wB97M-V/def2-TZVPD.

Molar mass = 85.11 g/mol
2S+1 = 1
Kohn-Sham gap = 6.824 eV
HOMO energy = -0.2322 hartree

Geometry (Å):
C: -1.74 -0.31 0.72
C: -0.66 -0.98 -0.13
C: 1.15 0.48 -1.36
N: 0.50 -0.10 -0.19
C: 1.38 0.53 0.52
O: 2.09 1.14 -0.44
H: -1.43 0.07 1.72
H: -2.53 -1.05 0.91
H: -2.22 0.53 0.21
H: -0.31 -1.89 0.36
H: 1.65 -0.24 -2.00
H: 0.54 1.21 -1.90
H: 1.58 0.61 1.58



Entry x
One molecule with the formula C4H7NO. Source: the OMol25 dataset; level of theory: wB97M-V/def2-TZVPD.

Molar mass = 85.11 g/mol
2S+1 = 1
Kohn-Sham gap = 8.982 eV
HOMO energy = -0.3064 hartree

Geometry (Å):
C: 1.98 -0.22 0.47
C: 0.73 0.58 0.19
O: 0.68 1.79 0.21
C: -0.51 -0.25 -0.07
C: -2.84 0.10 -0.75
N: -1.61 0.53 -0.60
H: 2.37 -0.61 -0.47
H: 1.74 -1.08 1.10
H: 2.73 0.40 0.95
H: -0.28 -1.10 -0.73
H: -0.80 -0.67 0.90
H: -2.81 -0.96 -0.39
H: -1.39 1.50 -0.80



Which of them is most stable? Easy: entry x.



Entry w
One molecule with the formula C4H7NO. Source: the OMol25 dataset; level of theory: wB97M-V/def2-TZVPD.

Molar mass = 85.11 g/mol
2S+1 = 1
Kohn-Sham gap = 10.754 eV
HOMO energy = -0.3581 hartree

Geometry (Å):
C: 1.94 -0.08 -0.37
C: 0.70 0.56 0.18
O: 0.64 1.76 0.35
N: -0.34 -0.28 0.60
C: -1.37 -0.83 -0.26
C: -1.61 0.40 0.55
H: 2.27 0.50 -1.23
H: 2.71 -0.01 0.41
H: 1.79 -1.13 -0.64
H: -1.76 -1.77 0.13
H: -1.29 -0.83 -1.35
H: -2.24 0.30 1.43
H: -1.43 1.41 0.19



Entry x
One molecule with the formula C4H7NO. Source: the OMol25 dataset; level of theory: wB97M-V/def2-TZVPD.

Molar mass = 85.11 g/mol
2S+1 = 1
Kohn-Sham gap = 10.268 eV
HOMO energy = -0.3493 hartree

Geometry (Å):
O: -0.58 -1.25 -1.59
C: 0.32 -0.41 -0.88
C: -0.28 0.94 -0.41
C: -0.15 0.79 1.13
N: -0.03 -0.64 1.45
C: 0.62 -1.08 0.45
H: -1.33 -1.43 -0.99
H: 1.19 -0.32 -1.53
H: -1.33 1.05 -0.68
H: 0.26 1.79 -0.85
H: 0.82 1.19 1.47
H: -0.93 1.15 1.78
H: 1.42 -1.78 0.66



Entry y
One molecule with the formula C4H7NO. Source: the OMol25 dataset; level of theory: wB97M-V/def2-TZVPD.

Molar mass = 85.11 g/mol
2S+1 = 1
Kohn-Sham gap = 11.485 eV
HOMO energy = -0.4007 hartree

Geometry (Å):
C: -1.40 -0.43 0.44
C: -0.47 0.54 -0.34
C: 0.85 0.88 0.23
C: 1.99 -0.08 -0.03
H: -3.05 0.39 -0.01
H: -0.95 -1.48 0.41
H: -1.61 -0.16 1.48
H: -0.48 0.40 -1.39
H: -0.98 1.60 -0.26
H: 0.56 0.86 1.33
H: 1.34 1.81 -0.06
N: 2.93 -0.79 -0.15
O: -2.64 -0.42 -0.29



Entry z
One molecule with the formula C4H7NO. Source: the OMol25 dataset; level of theory: wB97M-V/def2-TZVPD.

Molar mass = 85.11 g/mol
2S+1 = 1
Kohn-Sham gap = 10.262 eV
HOMO energy = -0.3447 hartree

Geometry (Å):
C: -1.81 0.46 -0.07
N: -0.41 0.07 0.02
C: 0.45 -1.15 0.01
C: 1.68 -0.20 0.06
C: 0.63 0.93 0.05
O: 0.62 2.14 0.05
H: -2.40 0.00 0.72
H: -1.92 1.56 0.05
H: -2.23 0.21 -1.05
H: 0.41 -1.77 -0.89
H: 0.37 -1.80 0.89
H: 2.28 -0.23 0.97
H: 2.33 -0.21 -0.81



Which of them is most stable? Easy: entry z.



Entry w
One molecule with the formula C4H7NO. Source: the OMol25 dataset; level of theory: wB97M-V/def2-TZVPD.

Molar mass = 85.11 g/mol
2S+1 = 1
Kohn-Sham gap = 9.436 eV
HOMO energy = -0.3158 hartree

Geometry (Å):
C: 0.37 -1.01 -1.54
N: 0.46 -1.31 -0.10
C: -0.66 -0.58 0.29
C: -0.50 0.75 0.43
C: -0.28 1.64 1.51
O: 0.77 1.31 0.58
H: 1.31 -0.63 -1.91
H: -0.01 -1.89 -2.07
H: 1.27 -0.83 0.30
H: -1.62 -1.06 0.14
H: -0.32 -0.15 -1.64
H: -0.57 2.68 1.56
H: -0.19 1.09 2.45



Entry x
One molecule with the formula C4H7NO. Source: the OMol25 dataset; level of theory: wB97M-V/def2-TZVPD.

Molar mass = 85.11 g/mol
2S+1 = 1
Kohn-Sham gap = 10.613 eV
HOMO energy = -0.3532 hartree

Geometry (Å):
C: -0.85 0.13 -1.31
C: 0.22 0.56 -0.31
C: -0.23 0.42 1.15
N: 0.32 -0.88 1.57
C: 1.20 -1.16 0.70
O: 1.35 -0.35 -0.37
H: -0.41 -0.40 -2.16
H: -1.60 -0.53 -0.84
H: -1.38 1.01 -1.70
H: 0.60 1.55 -0.55
H: 0.21 1.19 1.80
H: -1.31 0.46 1.27
H: 1.88 -2.00 0.75



Entry y
One molecule with the formula C4H7NO. Source: the OMol25 dataset; level of theory: wB97M-V/def2-TZVPD.

Molar mass = 85.11 g/mol
2S+1 = 1
Kohn-Sham gap (spin up / spin down) = 7.602 / 7.614 eV
HOMO energy (spin up / spin down) = -0.2978 / -0.2980 hartree

Geometry (Å):
C: 1.12 0.75 0.13
C: 0.43 -0.31 -0.79
C: -0.53 -1.28 0.08
N: -1.41 -0.34 0.71
C: -1.48 0.83 0.57
O: -0.28 0.28 -1.72
H: 0.75 1.73 -0.19
H: 1.00 0.65 1.22
H: 2.19 0.74 -0.08
H: 1.18 -1.06 -1.14
H: -1.12 -1.92 -0.59
H: -0.04 -1.86 0.86
H: -1.81 1.79 0.94



Which of them is most stable? Easy: entry x.